(1)
C5H6N2O2S | ωB97M-V with the def2-TZVPD basis set

Structure (XYZ):
```
16
C5H6N2O2S ωB97M-V with the def2-TZVPD basis set
C 0.147 1.187 0.461
C -0.013 0.505 -1.959
C 0.094 0.061 1.184
C 0.226 -0.771 -2.076
C 0.078 -1.406 1.389
N -0.015 1.420 -0.920
N -0.086 -2.212 0.173
O 0.628 -3.351 -1.885
O 2.239 -1.712 -0.817
S 0.879 -2.139 -1.217
H 0.544 1.959 1.083
H 0.054 0.999 -2.908
H 1.101 -1.617 1.736
H -0.581 -1.621 2.169
H -0.627 2.228 -1.056
H -0.930 -2.590 -0.128
```

Its multiplicity is 1. Its maximum force is 4.71 eV/A. The calculation puts the HOMO energy (alpha / beta) at -8.86 / -8.71 eV. The calculation puts the energy above the lowest of the compared OMol25 structures with the same formula, charge and spin at 8.246 eV. The calculation puts the total energy at -852.04968 Ha.



(2)
C27H54Br2N2O9S | ωB97M-V with the def2-TZVPD basis set

Structure (XYZ):
```
95
C27H54Br2N2O9S ωB97M-V with the def2-TZVPD basis set
C -1.729 -0.189 -3.719
C -1.100 -0.877 -2.646
C -0.259 -1.763 -1.503
C -0.532 -0.941 -0.071
O 0.220 0.290 -0.320
C -0.291 1.456 0.393
C 0.807 2.214 1.374
C 1.414 1.197 2.556
C 1.933 3.099 0.608
C 2.835 2.360 -0.526
C 3.516 0.927 -0.076
C 2.101 2.258 -2.026
O -2.003 -0.944 -0.044
S -2.546 -1.762 1.384
O -3.606 -2.798 0.939
O -2.837 -0.806 2.567
O -1.148 -2.705 1.664
C 0.020 -1.898 1.180
C 1.105 -3.082 0.848
Br 0.012 -4.778 0.542
C 2.087 -3.463 2.148
C 3.091 -2.242 2.583
Br 3.303 -4.944 1.447
H -2.285 0.361 -4.621
H 0.879 -1.840 -1.772
H -0.817 -2.810 -1.474
H -0.598 2.276 -0.419
H -1.244 1.287 1.050
H 0.149 2.993 2.000
H 0.533 0.809 3.262
H 2.112 1.860 3.221
H 1.916 0.242 2.104
H 1.441 4.078 0.141
H 2.690 3.511 1.435
H 3.764 3.085 -0.727
H 2.805 0.002 -0.151
H 4.429 0.694 -0.809
H 3.973 0.948 1.013
H 2.419 3.237 -2.631
H 2.548 1.356 -2.635
H 0.934 2.281 -1.969
H 0.362 -1.372 2.169
H 1.842 -2.852 -0.032
H 1.489 -3.863 3.071
H 3.242 -1.477 1.709
H 4.170 -2.597 2.925
H 2.598 -1.718 3.529
C -5.841 0.027 2.680
O -6.499 0.332 3.901
C -5.600 0.677 4.963
C -5.688 2.177 5.291
N -5.115 2.995 4.218
C -5.418 4.426 4.334
C -6.901 4.850 4.285
O -7.519 4.656 3.011
C -7.986 3.336 2.774
H -6.574 -0.419 2.001
H -5.452 0.930 2.209
H -5.028 -0.694 2.833
H -4.569 0.371 4.748
H -5.930 0.114 5.841
H -5.148 2.374 6.223
H -6.744 2.415 5.450
H -5.469 2.667 3.324
H -4.901 4.920 3.502
H -4.965 4.809 5.255
H -6.932 5.931 4.468
H -7.500 4.397 5.084
H -8.338 2.847 3.687
H -7.204 2.743 2.294
H -8.821 3.391 2.072
C 4.618 -4.337 -3.017
O 5.193 -4.112 -4.296
C 4.258 -4.252 -5.374
C 3.931 -2.885 -5.998
N 3.126 -2.062 -5.091
C 3.019 -0.656 -5.499
C 4.323 0.165 -5.587
O 4.940 0.412 -4.321
C 5.752 -0.650 -3.842
H 5.430 -4.415 -2.289
H 3.981 -3.503 -2.723
H 4.043 -5.271 -2.995
H 3.350 -4.784 -5.067
H 4.754 -4.866 -6.133
H 3.379 -3.038 -6.932
H 4.881 -2.399 -6.236
H 3.536 -2.091 -4.161
H 2.364 -0.170 -4.766
H 2.499 -0.609 -6.463
H 4.054 1.152 -5.983
H 5.043 -0.253 -6.299
H 6.248 -1.194 -4.650
H 5.156 -1.328 -3.227
H 6.521 -0.225 -3.193
```

As for the SMILES: C#CC[C@@]1(OC[C@@H](C)CC(C)C)OS(=O)(=O)O[C@H]1[C@H](Br)[C@H](C)Br.COCCNCCOC.COCCNCCOC. Its multiplicity is 1. Its maximum force is 9.78 eV/A. The calculation puts the HOMO energy at -8.55 eV. The calculation puts the total energy at -7393.49156 Ha.



(3)
C57H46Cl4N5O4PPbS | ωB97M-V with the def2-TZVPD basis set

Structure (XYZ):
```
119
C57H46Cl4N5O4PPbS ωB97M-V with the def2-TZVPD basis set
Pb 0.861 0.380 0.297
Cl 8.519 -5.232 0.544
C 7.117 -4.224 0.744
C 6.303 -4.398 1.851
C 5.186 -3.591 2.003
C 4.865 -2.619 1.059
C 5.714 -2.456 -0.034
C 6.836 -3.252 -0.200
C 3.678 -1.736 1.208
C 2.418 -2.338 1.307
C 2.174 -3.763 1.377
C 0.854 -3.923 1.634
C 0.272 -2.600 1.691
C -1.074 -2.325 1.959
C -1.955 -3.480 2.310
C -2.457 -4.329 1.329
C -3.275 -5.399 1.658
C -3.593 -5.619 2.987
Cl -4.619 -6.960 3.411
C -3.106 -4.792 3.985
C -2.288 -3.728 3.638
C -1.653 -1.050 1.995
N -1.026 0.121 1.713
C -1.954 1.113 1.781
C -1.703 2.473 1.575
C -2.884 3.364 1.397
C -3.693 3.764 2.454
C -4.800 4.572 2.238
C -5.091 4.983 0.948
Cl -6.479 5.994 0.666
C -4.297 4.604 -0.122
C -3.196 3.794 0.109
C -0.436 3.074 1.542
C -0.202 4.495 1.648
C 1.139 4.663 1.741
C 1.733 3.346 1.667
N 0.751 2.419 1.541
C 3.106 3.067 1.714
C 3.688 1.796 1.624
C 5.091 1.511 1.830
C 5.254 0.180 1.646
C 3.945 -0.362 1.351
N 3.036 0.639 1.336
C 4.028 4.218 1.924
C 4.941 4.585 0.939
C 5.806 5.650 1.126
C 5.759 6.355 2.317
Cl 6.842 7.693 2.563
C 4.864 6.011 3.316
C 4.003 4.944 3.112
C -3.232 0.546 2.138
C -3.044 -0.786 2.286
N 1.243 -1.674 1.476
H 6.546 -5.150 2.589
H 4.553 -3.717 2.873
H 5.493 -1.684 -0.760
H 7.489 -3.120 -1.052
H 2.911 -4.540 1.267
H 0.325 -4.848 1.793
H -2.202 -4.145 0.294
H -3.666 -6.057 0.894
H -3.362 -4.983 5.017
H -1.898 -3.078 4.411
H -3.453 3.444 3.460
H -5.428 4.885 3.060
H -4.541 4.938 -1.120
H -2.576 3.470 -0.717
H -0.965 5.255 1.679
H 1.675 5.590 1.852
H 5.843 2.229 2.113
H 6.161 -0.391 1.752
H 4.969 4.030 0.010
H 6.511 5.936 0.357
H 4.846 6.568 4.242
H 3.304 4.663 3.889
H -4.146 1.097 2.282
H -3.774 -1.524 2.575
S -1.470 -2.601 -2.009
C 0.283 -2.770 -2.188
C 0.747 -4.065 -2.429
C 2.103 -4.231 -2.613
C 2.940 -3.122 -2.538
C 2.369 -1.891 -2.278
N 1.056 -1.708 -2.114
H 0.067 -4.906 -2.457
H 2.510 -5.216 -2.799
H 4.008 -3.217 -2.664
H 2.981 -1.000 -2.191
C -0.074 0.062 -4.825
C -1.568 0.328 -4.889
C -1.877 1.813 -4.986
C -2.220 -0.452 -6.016
O -2.201 -0.227 -3.672
P -2.013 0.272 -2.195
O -1.634 -1.087 -1.392
O -1.040 1.336 -1.951
O -3.421 0.660 -1.634
C -4.753 0.081 -1.859
C -5.581 0.617 -0.705
C -4.696 -1.436 -1.829
C -5.279 0.599 -3.188
H 0.402 0.476 -5.715
H 0.122 -1.010 -4.793
H 0.363 0.526 -3.943
H -1.539 2.186 -5.954
H -1.374 2.371 -4.200
H -2.952 1.984 -4.913
H -1.769 -0.171 -6.968
H -3.289 -0.244 -6.067
H -2.078 -1.521 -5.865
H -5.177 0.259 0.239
H -6.613 0.276 -0.800
H -5.568 1.706 -0.700
H -4.293 -1.789 -0.878
H -4.097 -1.829 -2.649
H -5.708 -1.829 -1.941
H -5.195 1.685 -3.223
H -6.331 0.332 -3.292
H -4.730 0.170 -4.024
```

Its multiplicity is 1. Its maximum force is 0.26 eV/A. The calculation puts the HOMO energy at -6.56 eV. The calculation puts the total energy at -5547.80502 Ha.



- The lowest maximum force belongs to which entry?
  C57H46Cl4N5O4PPbS



- Which of these has the highest maximum force?
  C27H54Br2N2O9S